[1]
Here is C19H49CaO11V as an isolated structure in a non-equilibrium geometry from OMol25. Energies are from ωB97M-V with the def2-TZVPD basis set.

Geometry (Å):
O  -3.56  -4.54  -5.13
V  -4.45  -4.19  -3.84
O  -5.29  -2.93  -4.22
Ca  -5.13  -3.65  2.57
O  -0.44  -1.56  -0.70
C  -1.63  -2.06  -0.84
O  -1.89  -2.35  -2.03
O  -2.45  -2.12  0.08
H  -0.26  -1.76  -1.62
C  -6.18  2.37  0.13
C  -4.69  2.69  -0.07
C  -4.44  4.07  -0.61
O  -4.10  2.73  1.23
H  -6.70  3.18  0.65
H  -6.45  1.42  0.59
H  -6.58  2.35  -0.88
H  -4.17  1.89  -0.59
H  -5.20  4.30  -1.36
H  -3.46  4.10  -1.09
H  -4.53  4.85  0.15
H  -3.15  2.80  1.09
C  5.88  -3.78  -4.48
C  4.89  -2.75  -5.12
C  3.45  -2.94  -4.73
O  5.24  -1.41  -4.71
H  5.85  -3.77  -3.39
H  6.90  -3.61  -4.85
H  5.76  -4.84  -4.72
H  4.93  -2.82  -6.20
H  2.84  -2.18  -5.22
H  3.12  -2.80  -3.70
H  3.12  -3.95  -4.97
H  4.61  -0.72  -4.92
C  3.91  -3.04  2.36
C  4.62  -4.39  2.65
C  6.03  -4.39  1.95
O  4.96  -4.45  3.97
H  2.94  -2.98  2.86
H  3.71  -2.99  1.30
H  4.60  -2.23  2.60
H  4.04  -5.24  2.31
H  6.65  -3.55  2.26
H  5.86  -4.37  0.87
H  6.57  -5.30  2.19
H  5.44  -3.67  4.25
C  1.84  3.90  2.12
C  1.44  2.45  2.32
C  1.14  2.04  3.75
O  0.30  2.11  1.54
H  1.04  4.60  2.35
H  2.22  4.07  1.11
H  2.73  4.15  2.70
H  2.29  1.92  1.90
H  1.97  2.29  4.41
H  1.12  0.95  3.75
H  0.25  2.40  4.26
H  0.41  1.21  1.23
C  0.08  2.09  -4.94
C  1.42  2.84  -4.95
C  2.00  3.05  -3.54
O  2.37  2.13  -5.74
H  0.19  1.08  -4.55
H  -0.26  2.14  -5.98
H  -0.63  2.61  -4.30
H  1.25  3.76  -5.51
H  2.23  2.10  -3.05
H  1.26  3.52  -2.88
H  2.84  3.73  -3.60
H  2.29  2.52  -6.62
C  -4.15  0.55  6.46
C  -5.28  0.07  5.56
C  -6.47  1.03  5.48
O  -4.86  -0.24  4.23
H  -3.36  -0.20  6.45
H  -4.56  0.58  7.47
H  -3.81  1.53  6.13
H  -5.58  -0.88  6.00
H  -6.84  1.08  6.51
H  -7.30  0.78  4.82
H  -6.15  2.04  5.22
H  -4.61  0.58  3.79

Results
maximum force = 4.39 eV/A
spin multiplicity = 1
gap between HOMO and LUMO = 1.7 eV
charge = +2
ΔE to the lowest compared entry with this formula, charge and spin = 778.9 kJ/mol



[2]
Here is one molecule with the formula C9H8N2 in a non-equilibrium geometry from OMol25. Energies are from ωB97M-V with the def2-TZVPD basis set.

Geometry (Å):
C  1.56  -2.81  0.07
C  2.09  -1.75  0.70
C  1.46  -0.50  0.68
C  0.21  -0.41  0.03
C  -0.44  0.77  -0.09
C  -1.38  1.31  -1.08
C  -1.81  2.56  -0.69
C  -1.21  2.92  0.49
N  -0.45  1.84  0.84
N  -0.34  -1.51  -0.63
C  0.29  -2.62  -0.53
H  1.92  -3.78  0.25
H  3.09  -1.86  1.12
H  1.60  0.54  1.10
H  -1.62  0.77  -1.95
H  -2.23  3.11  -1.32
H  -1.53  3.85  1.11
H  -0.23  1.71  1.65
H  -0.11  -3.45  -0.93

Results
maximum force = 12.18 eV/A
spin multiplicity = 1
gap between HOMO and LUMO = 8.1 eV
ΔE to the lowest compared entry with this formula, charge and spin = 328.2 kJ/mol
SMILES string = c1ccc(-c2ccc[nH]2)nc1



[3]
Here is one molecule with the formula C4H4N4 in a non-equilibrium geometry from OMol25. Energies are from ωB97M-V with the def2-TZVPD basis set.

Geometry (Å):
H  2.19  -1.27  -0.53
N  2.20  -0.10  -0.70
C  1.11  0.28  -0.02
C  0.37  1.45  0.21
C  -1.01  1.29  0.09
N  -1.65  0.27  -0.47
C  -1.28  -0.96  -0.49
N  -0.43  -1.36  0.57
N  0.64  -0.74  0.79
H  0.86  2.31  0.66
H  -1.66  1.97  0.51
H  -1.89  -1.79  -0.73

Results
maximum force = 6.07 eV/A
spin multiplicity = 1
gap between HOMO and LUMO = 8.4 eV
ΔE to the lowest compared entry with this formula, charge and spin = 405.2 kJ/mol
SMILES string = [H]/N=c1/ccncnn1